i | ORCA calculation (the ωB97M-V functional and the def2-TZVPD basis) on C5H10O as an isolated structure.

Element x y z (Å)
C (-0.810, 0.739, 1.222)
C (0.193, 0.034, 0.340)
C (1.651, 0.179, 0.601)
C (-0.290, -1.211, -0.364)
C (-0.642, -0.333, -1.579)
O (0.234, 0.723, -1.336)
H (-0.447, 1.737, 1.472)
H (-1.019, 0.211, 2.170)
H (-1.760, 0.808, 0.686)
H (1.914, 0.430, -0.429)
H (2.175, -0.736, 0.885)
H (1.890, 1.008, 1.269)
H (-1.163, -1.711, 0.064)
H (0.528, -1.917, -0.533)
H (-1.667, 0.017, -1.408)
H (-0.588, -0.831, -2.555)

The lowest unoccupied orbital energy comes out at 0.9880 eV. The gap between HOMO and LUMO comes out at 10.1 eV.

=====

ii | ORCA calculation (the ωB97M-V functional and the def2-TZVPD basis) on one molecule with the formula C5H10O.

Element x y z (Å)
C (-0.920, 0.491, -1.607)
C (0.491, 0.042, -1.259)
C (1.222, 0.470, 0.007)
C (0.688, -0.100, 1.084)
C (-0.743, 0.028, 1.507)
O (1.448, -0.919, 1.888)
H (-1.103, 0.235, -2.654)
H (-1.695, -0.012, -1.017)
H (-1.029, 1.569, -1.475)
H (0.477, -1.064, -1.215)
H (2.311, 0.485, -0.052)
H (1.183, 0.284, -2.059)
H (-0.687, 0.255, 2.576)
H (-1.343, -0.882, 1.380)
H (-1.244, 0.864, 1.015)
H (0.943, -1.746, 1.881)

As for the structure (SMILES): CC/C=C(\C)O. The lowest unoccupied orbital energy comes out at 0.8593 eV. The gap between HOMO and LUMO comes out at 8.9 eV.

=====

Which of them is least stable? Easy: i.

=====

i | ORCA calculation (the ωB97M-V functional and the def2-TZVPD basis) on a 3-piece molecular cluster, C3H14N2O2 overall.

Element x y z (Å)
C (1.729, -0.475, -1.729)
C (0.448, 0.025, -1.144)
N (0.388, 0.499, 0.255)
C (0.732, 1.871, 0.583)
N (-0.259, 2.761, 1.122)
H (2.586, 0.184, -1.688)
H (1.612, -0.680, -2.820)
H (1.913, -1.503, -1.371)
H (-0.149, 0.752, -1.727)
H (-0.257, -0.795, -1.146)
H (0.666, -0.259, 0.862)
H (1.264, 2.378, -0.214)
H (1.563, 1.815, 1.329)
H (-0.782, 3.232, 0.395)
H (-0.929, 2.325, 1.741)
H (-1.203, -0.265, 0.983)
H (-1.849, -0.381, 2.443)
O (-1.821, -0.774, 1.569)
H (-2.063, -3.252, 0.909)
H (-1.613, -3.538, -0.577)
O (-1.978, -3.922, 0.227)

As for the structure (SMILES): CCNCN.O.O. The lowest unoccupied orbital energy comes out at 0.6742 eV. The gap between HOMO and LUMO comes out at 10.1 eV.

=====

ii | ORCA calculation (the ωB97M-V functional and the def2-TZVPD basis) on a 4-piece molecular cluster, C3H14N2O2 overall.

Element x y z (Å)
N (-1.048, -0.573, -0.237)
C (0.332, -0.816, -0.482)
C (0.825, 0.171, -1.637)
C (0.774, -1.699, -1.483)
N (-1.104, -0.424, 2.997)
H (-1.613, -1.095, -0.903)
H (-2.091, -0.303, 3.212)
H (0.885, -0.610, 0.401)
H (0.119, 0.224, -2.463)
H (1.895, 0.223, -1.857)
H (0.598, 1.172, -1.159)
H (0.465, -1.857, -2.503)
H (1.776, -2.108, -1.335)
H (-0.999, -0.119, 2.028)
H (-1.025, -1.418, 2.978)
H (-1.455, 2.386, -0.582)
H (-1.144, 0.477, -0.363)
O (-0.608, 2.010, -0.324)
H (0.558, 1.647, 0.665)
H (1.642, 1.617, 1.862)
O (1.214, 1.094, 1.185)

The lowest unoccupied orbital energy comes out at -0.6872 eV. The gap between HOMO and LUMO comes out at 8.2 eV.

=====

Which of them is least stable? Easy: ii.

=====

i | ORCA calculation (the ωB97M-V functional and the def2-TZVPD basis) on a 3-piece molecular cluster, C3H14N2O2 overall.

Element x y z (Å)
N (0.571, 0.105, -0.779)
C (-0.062, 0.872, 0.224)
C (0.331, 2.381, 0.015)
C (0.187, 0.319, 1.613)
N (-0.395, -1.152, 1.652)
H (1.458, 0.642, -1.100)
H (0.033, 0.195, -1.674)
H (-1.128, 0.713, 0.022)
H (0.087, 2.532, -0.994)
H (1.493, 2.556, 0.240)
H (-0.371, 3.020, 0.523)
H (1.297, 0.401, 1.805)
H (-0.318, 1.010, 2.350)
H (-0.536, -1.049, 0.653)
H (0.479, -1.750, 1.787)
H (1.921, -1.808, -2.707)
H (2.683, -1.550, -3.967)
O (2.073, -1.135, -3.353)
H (-2.528, -2.294, 1.136)
H (-3.822, -1.533, 1.219)
O (-3.454, -2.475, 1.336)

As for the structure (SMILES): C[C@@H](N)CN.O.O. The lowest unoccupied orbital energy comes out at 0.7213 eV. The gap between HOMO and LUMO comes out at 10.6 eV.

=====

ii | ORCA calculation (the ωB97M-V functional and the def2-TZVPD basis) on a 4-piece molecular cluster, C3H14N2O2 overall.

Element x y z (Å)
N (0.488, -1.166, 0.858)
C (1.239, -0.537, -0.174)
C (1.726, 0.911, 0.242)
C (2.623, -0.660, -0.107)
N (-2.697, -1.397, -0.423)
H (0.039, -2.017, 0.497)
H (-3.051, -1.107, 0.487)
H (0.745, -0.516, -1.143)
H (2.514, 1.490, -0.252)
H (0.764, 1.458, -0.015)
H (1.827, 0.973, 1.321)
H (3.104, -0.932, 0.824)
H (3.200, -0.538, -0.994)
H (-2.203, -0.595, -0.838)
H (-3.473, -1.645, -1.013)
H (-1.877, 1.870, 1.426)
H (-0.264, -0.532, 1.186)
O (-1.202, 1.258, 1.166)
H (-1.225, 1.147, 0.066)
H (-1.277, 1.598, -1.877)
O (-0.999, 0.935, -1.238)

The lowest unoccupied orbital energy comes out at -0.8204 eV. The gap between HOMO and LUMO comes out at 7.6 eV.

=====

iii | ORCA calculation (the ωB97M-V functional and the def2-TZVPD basis) on a 3-piece molecular cluster, C3H14N2O2 overall.

Element x y z (Å)
N (-0.155, -0.599, 2.937)
C (0.580, -0.013, 1.836)
C (-0.098, 0.672, 0.666)
C (0.793, 0.826, -0.517)
N (0.334, 1.617, -1.659)
H (-0.712, 0.058, 3.483)
H (-0.942, -1.189, 2.659)
H (1.221, -0.796, 1.412)
H (1.233, 0.732, 2.295)
H (-1.055, 0.181, 0.455)
H (-0.395, 1.706, 0.934)
H (1.115, -0.160, -0.862)
H (1.860, 1.015, -0.236)
H (-0.300, 2.378, -1.435)
H (1.142, 2.108, -2.022)
H (-2.132, -0.552, -1.985)
H (-0.943, 0.250, -2.304)
O (-1.242, -0.695, -2.323)
H (-0.141, -3.066, -0.529)
H (-0.408, -1.889, -1.550)
O (0.247, -2.584, -1.253)

As for the structure (SMILES): NCCCN.O.O. The lowest unoccupied orbital energy comes out at 0.6684 eV. The gap between HOMO and LUMO comes out at 10.2 eV.

=====

iv | ORCA calculation (the ωB97M-V functional and the def2-TZVPD basis) on a 4-piece molecular cluster, C3H14N2O2 overall.

Element x y z (Å)
N (0.670, -0.451, -1.511)
C (-0.302, -1.030, -0.608)
C (0.500, -1.770, 0.550)
C (-0.443, -2.375, -0.898)
N (-0.596, 2.965, -1.242)
H (0.143, 0.161, -2.144)
H (-0.063, 2.505, -0.483)
H (-1.143, -0.424, -0.290)
H (-0.034, -2.311, 1.322)
H (0.796, -0.797, 1.043)
H (1.443, -2.253, 0.276)
H (0.051, -2.787, -1.768)
H (-1.168, -2.987, -0.386)
H (-1.494, 3.186, -0.808)
H (-0.222, 3.888, -1.425)
H (1.668, 1.296, 0.812)
H (1.130, 0.260, -0.928)
O (0.718, 1.340, 0.663)
H (-0.218, 0.719, 1.736)
H (-0.365, 0.449, 3.341)
O (-0.711, 0.225, 2.475)

The lowest unoccupied orbital energy comes out at -0.9046 eV. The gap between HOMO and LUMO comes out at 7.6 eV.

=====

Which of them is least stable? Easy: iv.

=====

i | ORCA calculation (the ωB97M-V functional and the def2-TZVPD basis) on one molecule with the formula C6H9N.

Element x y z (Å)
C (1.737, -0.879, -1.026)
C (-0.495, -0.257, -0.929)
C (-0.880, 0.558, 0.087)
C (-1.692, 1.794, -0.151)
C (-0.403, 0.121, 1.398)
C (0.457, -0.897, 1.257)
N (0.521, -1.185, -0.189)
H (1.823, 0.201, -1.162)
H (1.530, -1.303, -2.011)
H (2.643, -1.297, -0.592)
H (-2.681, 1.743, 0.317)
H (-1.821, 1.913, -1.230)
H (-1.188, 2.693, 0.228)
H (-0.743, 0.526, 2.349)
H (0.893, -1.562, 1.994)
H (0.298, -2.168, -0.340)

The lowest unoccupied orbital energy comes out at 0.8031 eV. The gap between HOMO and LUMO comes out at 8.5 eV.

=====

ii | ORCA calculation (the ωB97M-V functional and the def2-TZVPD basis) on one molecule with the formula C6H9N.

Element x y z (Å)
C (-1.000, 1.378, -0.283)
C (-0.114, 0.624, 0.687)
C (0.104, -0.744, 0.465)
C (-0.954, -1.810, 0.440)
C (1.395, -0.826, -0.090)
C (1.963, 0.456, -0.179)
N (1.099, 1.232, 0.602)
H (-1.931, 0.869, -0.503)
H (-0.341, 1.308, -1.166)
H (-1.161, 2.435, -0.070)
H (-0.556, -2.761, 0.073)
H (-1.797, -1.541, -0.213)
H (-1.370, -1.984, 1.436)
H (1.812, -1.716, -0.547)
H (1.713, 0.842, -1.177)
H (1.137, 2.237, 0.524)

As for the structure (SMILES): Cc1cc[nH]c1C. The lowest unoccupied orbital energy (alpha / beta) comes out at 0.4373 / 0.4370 eV. The gap between HOMO and LUMO (alpha / beta) comes out at 7.9 / 7.9 eV.

=====

iii | ORCA calculation (the ωB97M-V functional and the def2-TZVPD basis) on one molecule with the formula C6H9N.

Element x y z (Å)
C (-1.443, 0.975, -0.790)
C (-0.140, 0.311, -0.407)
C (0.581, -0.368, -1.264)
C (1.332, -1.027, -2.105)
C (0.370, 0.516, 0.994)
C (0.557, -0.637, 1.903)
N (-0.513, 0.331, 2.142)
H (-2.270, 0.598, -0.175)
H (-1.689, 0.791, -1.839)
H (-1.386, 2.057, -0.625)
H (2.098, -0.520, -2.688)
H (1.220, -2.098, -2.250)
H (1.037, 1.370, 1.108)
H (1.356, -0.632, 2.639)
H (0.294, -1.618, 1.513)
H (-1.407, -0.050, 1.845)

As for the structure (SMILES): C=C=C(C)[C@@H]1CN1. The lowest unoccupied orbital energy comes out at 1.0276 eV. The gap between HOMO and LUMO comes out at 10.3 eV.

=====

iv | ORCA calculation (the ωB97M-V functional and the def2-TZVPD basis) on one molecule with the formula C6H9N.

Element x y z (Å)
C (-1.312, 1.438, -0.086)
C (-0.072, 0.629, 0.038)
C (0.111, -0.734, 0.051)
C (-1.003, -1.721, 0.271)
C (1.511, -0.965, -0.118)
C (2.135, 0.269, -0.172)
N (1.154, 1.217, -0.075)
H (-2.184, 0.808, 0.098)
H (-1.394, 1.840, -1.106)
H (-1.339, 2.284, 0.611)
H (-0.727, -2.755, 0.039)
H (-1.884, -1.475, -0.334)
H (-1.322, -1.707, 1.321)
H (1.900, -1.965, -0.279)
H (3.153, 0.639, -0.246)
H (1.305, 2.209, -0.001)

As for the structure (SMILES): Cc1cc[nH]c1C. The lowest unoccupied orbital energy comes out at 1.0497 eV. The gap between HOMO and LUMO comes out at 8.8 eV.

=====

Which of them is least stable? Easy: ii.